Record 1
A structure of composition C17H21F3NO5S2 in a non-equilibrium geometry. Source: the OMol25 dataset; level of theory: the ωB97M-V functional and the def2-TZVPD basis.

Structure (XYZ):
```
49
Properties=species:S:1:pos:R:3:nbo_charge:R:1
C 3.849 0.035 5.114 -0.620
C 3.092 0.815 4.075 -0.073
O 1.715 0.408 4.214 -0.531
C 0.913 1.058 3.367 0.795
C -0.524 0.616 3.401 -0.529
C -1.403 1.779 3.779 0.576
O -1.021 2.934 3.710 -0.640
C -2.808 1.442 4.295 -0.502
C -2.921 0.120 5.061 -0.384
C -2.209 -1.040 4.374 -0.400
C -0.746 -0.636 4.160 -0.389
O 1.337 1.888 2.565 -0.661
H 4.876 0.403 5.149 0.199
H 3.401 0.145 6.107 0.211
H 3.864 -1.029 4.853 0.202
H 3.146 1.894 4.249 0.190
H 3.426 0.569 3.062 0.185
H -3.136 2.261 4.950 0.208
H -3.478 1.426 3.421 0.230
H -2.466 0.260 6.048 0.181
H -3.972 -0.125 5.242 0.192
H -2.237 -1.938 5.010 0.187
H -2.683 -1.287 3.417 0.210
H -0.167 -1.464 3.726 0.180
H -0.334 -0.443 5.167 0.177
C -0.138 -0.470 -1.242 -0.443
N -1.151 0.145 -0.392 -0.833
S -0.467 1.019 1.135 0.443
C -0.357 2.566 0.078 0.819
F -1.446 2.760 -0.701 -0.336
F -0.203 3.633 0.877 -0.316
F 0.721 2.457 -0.731 -0.361
S -2.498 -0.773 -0.055 2.306
C -1.782 -2.333 0.465 -0.251
C -2.213 -3.557 -0.059 -0.221
C -1.589 -4.729 0.373 -0.227
C -0.630 -4.679 1.392 -0.208
C -0.251 -3.449 1.950 -0.208
C -0.795 -2.274 1.438 -0.224
O -3.114 -0.159 1.103 -0.934
O -3.259 -1.007 -1.248 -0.950
H 0.671 0.257 -1.359 0.231
H 0.237 -1.414 -0.821 0.181
H -0.612 -0.649 -2.217 0.207
H -2.995 -3.574 -0.810 0.236
H -1.855 -5.685 -0.082 0.209
H -0.194 -5.608 1.777 0.208
H 0.451 -3.398 2.784 0.221
H -0.499 -1.283 1.793 0.253
```

Results
**Energy relative to the best compared isomer or geometry (same formula, charge and spin)**: 0.4801 eV
**E_LUMO**: 2.7 eV
**E_HOMO**: -3.025 eV
**Total charge**: -1
**Kohn-Sham gap**: 5.766 eV
**E_tot**: -2187.290428 Eh

Record 2
An isolated molecule of C17H21F6N3. Source: the OMol25 dataset; level of theory: the ωB97M-V functional and the def2-TZVPD basis.

Structure (XYZ):
```
47
Properties=species:S:1:pos:R:3:nbo_charge:R:1
C -0.353 -3.654 -3.242 -0.600
C 0.781 -2.926 -2.530 -0.397
C 0.945 -3.423 -1.096 -0.396
C 2.094 -2.756 -0.342 -0.388
H 2.183 -3.229 0.640 0.202
H 3.035 -2.923 -0.869 0.201
C 1.879 -1.252 -0.132 -0.048
N 2.578 -0.789 1.066 -0.474
C 3.379 0.276 0.693 0.570
N 3.411 0.550 -0.551 -0.547
C 2.499 -0.345 -1.228 -0.245
H 3.059 -0.927 -1.964 0.193
H 1.750 0.243 -1.766 0.199
N 4.054 0.998 1.651 -0.829
H 4.423 0.451 2.414 0.380
H 4.740 1.610 1.234 0.405
C 1.987 -0.912 2.366 -0.191
H 1.344 -1.796 2.355 0.209
H 2.775 -1.078 3.110 0.197
C 1.163 0.326 2.803 -0.455
C 0.088 0.613 1.806 -0.028
C 0.280 1.574 0.817 -0.125
C -0.682 1.765 -0.163 -0.147
C -1.844 1.005 -0.189 -0.164
C -2.036 0.061 0.808 -0.158
C -1.085 -0.134 1.799 -0.130
H -1.256 -0.880 2.561 0.220
C -3.256 -0.817 0.800 0.973
F -4.242 -0.353 0.027 -0.317
F -3.772 -0.986 2.028 -0.322
F -2.966 -2.054 0.348 -0.327
H -2.582 1.153 -0.962 0.247
C -0.461 2.775 -1.256 0.973
F 0.460 3.693 -0.947 -0.316
F -0.055 2.189 -2.398 -0.323
F -1.584 3.445 -1.561 -0.323
H 1.187 2.159 0.802 0.237
H 1.836 1.180 2.881 0.234
H 0.731 0.118 3.783 0.220
H 0.802 -1.066 -0.034 0.190
H 0.012 -3.255 -0.552 0.194
H 1.123 -4.501 -1.115 0.202
H 1.713 -3.083 -3.076 0.195
H 0.574 -1.855 -2.526 0.195
H -0.465 -3.284 -4.259 0.209
H -0.154 -4.723 -3.285 0.200
H -1.293 -3.502 -2.715 0.203
```

Results
**E_LUMO**: 0.4 eV
**E_HOMO**: -8.176 eV
**Kohn-Sham gap**: 8.583 eV
**E_tot**: -1423.931027 Eh

Record 3
An isolated molecule of C17H21FN4O3 in a non-equilibrium geometry. Source: the OMol25 dataset; level of theory: the ωB97M-V functional and the def2-TZVPD basis.

Structure (XYZ):
```
46
Properties=species:S:1:pos:R:3:nbo_charge:R:1
C 5.833 2.936 1.203 -0.623
C 5.926 1.656 0.395 -0.062
H 6.438 1.824 -0.560 0.186
H 6.473 0.878 0.939 0.189
O 4.601 1.195 0.134 -0.534
C 4.527 0.020 -0.533 0.896
O 5.496 -0.618 -0.875 -0.662
N 3.251 -0.342 -0.797 -0.455
C 2.077 0.337 -0.293 -0.238
H 2.380 1.253 0.210 0.242
C 1.321 -0.581 0.682 -0.244
N 1.026 -1.889 0.125 -0.429
C -0.092 -1.898 -0.807 -0.289
C -1.359 -1.737 -0.044 0.543
N -1.871 -0.641 0.428 -0.522
C -3.001 -1.073 1.063 0.322
N -3.163 -2.362 0.974 -0.150
O -2.098 -2.807 0.255 -0.267
C -3.960 -0.157 1.728 -0.463
C -4.824 0.479 0.666 0.011
C -4.288 1.443 -0.180 -0.226
C -5.061 2.013 -1.176 -0.182
C -6.381 1.631 -1.345 -0.292
C -6.897 0.666 -0.500 0.412
C -6.141 0.080 0.499 -0.285
H -6.583 -0.674 1.130 0.230
F -8.181 0.281 -0.653 -0.324
H -7.003 2.063 -2.113 0.230
H -4.635 2.762 -1.826 0.217
H -3.256 1.737 -0.057 0.224
H -3.397 0.612 2.260 0.241
H -4.568 -0.730 2.426 0.241
H -0.123 -2.870 -1.303 0.231
H -0.045 -1.102 -1.566 0.198
C 2.234 -2.512 -0.384 -0.223
C 2.980 -1.632 -1.395 -0.243
H 3.935 -2.081 -1.671 0.253
H 2.375 -1.487 -2.297 0.184
H 1.981 -3.474 -0.832 0.204
H 2.886 -2.693 0.475 0.205
H 0.384 -0.108 0.981 0.230
H 1.936 -0.742 1.572 0.200
H 1.434 0.598 -1.141 0.185
H 5.278 3.689 0.650 0.211
H 5.322 2.749 2.144 0.211
H 6.832 3.309 1.409 0.217
```

Results
**Energy relative to the best compared isomer or geometry (same formula, charge and spin)**: 0.1749 eV
**E_LUMO**: 0.7 eV
**E_HOMO**: -8.542 eV
**Kohn-Sham gap**: 9.214 eV
**E_tot**: -1205.006960 Eh

Record 4
A structure of composition C17H21IN3O5S4Ti in a non-equilibrium geometry. Source: the OMol25 dataset; level of theory: the ωB97M-V functional and the def2-TZVPD basis.

Structure (XYZ):
```
52
Properties=species:S:1:pos:R:3:nbo_charge:R:1
Ti 0.109 -0.019 -0.333 1.521
N -0.798 0.937 1.321 -0.921
C -0.870 2.406 1.381 -0.240
C -1.286 2.862 -0.003 -0.235
N -0.404 2.190 -0.962 -0.634
C -0.867 2.218 -2.347 -0.229
C -2.004 1.198 -2.490 -0.239
N -1.774 0.096 -1.546 -0.890
H -1.763 0.589 1.360 0.448
H -0.272 0.593 2.128 0.453
H 0.114 2.788 1.621 0.235
H -1.583 2.732 2.139 0.202
H -1.250 3.951 -0.098 0.179
H -2.309 2.532 -0.187 0.215
H 0.546 2.531 -0.867 0.437
H -0.033 1.927 -2.976 0.233
H -1.201 3.217 -2.648 0.172
H -2.042 0.841 -3.518 0.202
H -2.966 1.666 -2.270 0.190
H -1.841 -0.815 -1.976 0.421
H -2.506 0.108 -0.827 0.452
S -1.318 -1.967 0.629 -0.242
C -2.788 -2.070 1.632 -0.221
C -2.895 -3.317 2.275 -0.217
C -3.980 -3.682 3.053 -0.268
C -5.018 -2.776 3.229 -0.257
C -4.932 -1.533 2.624 -0.278
C -3.843 -1.136 1.825 -0.049
S -3.911 0.496 1.164 -0.573
H -2.075 -4.012 2.135 0.209
H -4.012 -4.662 3.516 0.186
H -5.880 -3.031 3.835 0.184
H -5.730 -0.815 2.758 0.200
I 2.642 -2.047 -8.352 0.021
C 2.136 -1.634 -6.348 -0.220
C 1.423 -2.588 -5.606 -0.273
C 1.085 -2.320 -4.301 -0.196
C 1.438 -1.077 -3.693 -0.228
C 2.171 -0.132 -4.477 -0.199
C 2.510 -0.407 -5.780 -0.274
C 1.041 -0.773 -2.378 0.648
O 1.241 0.408 -1.826 -0.717
O 0.346 -1.563 -1.614 -0.687
H 1.139 -3.527 -6.063 0.206
H 0.535 -3.044 -3.712 0.225
H 2.461 0.804 -4.015 0.221
H 3.067 0.316 -6.362 0.205
O 3.654 -0.243 1.766 -0.972
S 2.362 0.364 1.568 2.204
O 1.501 -0.592 0.690 -0.921
O 1.605 0.569 2.803 -1.014
S 2.520 2.074 0.563 -0.671
```

Results
**Energy relative to the best compared isomer or geometry (same formula, charge and spin)**: 0.8627 eV
**E_LUMO (spin up / spin down)**: 3.5 / 3.4 eV
**E_HOMO (spin up / spin down)**: -0.433 / -1.582 eV
**Total charge**: -2
**Kohn-Sham gap (spin up / spin down)**: 3.896 / 5.029 eV
**Spin multiplicity**: 2
**E_tot**: -3941.028266 Eh